Record 1
Computed, not measured: one molecule with the formula C11H15ClN2O, with wB97M-V/def2-TZVPD.

Calculated values
Highest occupied orbital energy   -7.29 eV
Energy relative to the best compared isomer or geometry (same formula, charge and spin)   70.38 kcal/mol

Geometry as ORCA input:
```
! wB97M-V def2-TZVPD RIJCOSX def2/J DEFGRID3
* xyz 0 1
C -1.44714 -2.51387 0.38452
C -2.84393 -2.49700 0.25022
C -0.99237 -1.25523 0.03946
C -3.17940 -1.23244 -0.16336
C 0.34623 -0.83623 0.01662
C 2.64181 -1.70428 0.71964
C 2.80962 -0.19612 0.83635
C -4.50052 -0.61716 -0.46071
C 2.28876 0.22608 2.21084
C 0.00709 1.46806 -0.77244
C 2.83488 0.77833 -1.46194
N 0.79342 0.32015 -0.34346
N 2.15239 0.63239 -0.18240
O -2.08527 -0.47698 -0.29477
Cl 3.23753 -2.29050 -0.76746
H -0.82329 -3.32779 0.69284
H -3.52037 -3.30661 0.43496
H 3.87651 0.05162 0.77990
H -4.35719 0.32052 -0.99249
H -5.10331 -1.28984 -1.06693
H -5.04289 -0.41201 0.46234
H 2.49372 1.27825 2.39662
H 2.77203 -0.37922 2.97411
H 1.21747 0.04739 2.26790
H -0.31854 2.03598 0.10172
H 0.60215 2.11505 -1.41111
H -0.86804 1.12450 -1.31664
H 2.72301 1.80417 -1.82740
H 3.89699 0.58359 -1.33559
H 2.44986 0.08425 -2.21619
*
```

These are the Löwdin partial charges, in e, on atoms 1 to 4: C 0.02; C -0.01; C -0.25; C -0.31

Record 2
Computed, not measured: one molecule with the formula C11H15I, with wB97M-V/def2-TZVPD.

Calculated values
Highest occupied orbital energy   -9.11 eV
Energy relative to the best compared isomer or geometry (same formula, charge and spin)   123.71 kcal/mol

Geometry as ORCA input:
```
! wB97M-V def2-TZVPD RIJCOSX def2/J DEFGRID3
* xyz 0 1
C -1.84641 -1.59773 0.49053
C -0.50956 -0.97281 0.19794
C 0.47779 -2.15713 0.02582
C 1.73426 -1.88240 -0.02376
C 2.40708 -0.77590 -0.12733
C 2.14536 0.56404 -0.70890
C 0.75981 1.02625 -0.78015
C -0.35530 -0.05844 -1.01276
C -1.72718 0.57712 -1.40908
C 2.88918 0.31556 0.64066
C 2.42942 0.76118 1.98495
I 5.12912 0.75398 0.49758
H -2.50046 -0.92778 0.94736
H -1.66919 -2.19695 1.34651
H -2.28965 -2.09003 -0.30012
H -0.31741 -0.34642 1.10906
H 0.18482 -3.13350 -0.04460
H 2.71389 0.99799 -1.46388
H 0.38262 1.54332 0.18905
H 0.53808 1.83634 -1.49931
H 0.12889 -0.86262 -1.68501
H -2.28253 0.73765 -0.51532
H -2.26363 -0.12289 -2.07438
H -1.43556 1.58531 -1.98273
H 1.24148 0.86901 1.92745
H 2.83057 1.78914 2.27903
H 2.62799 -0.01039 2.85502
*
```

These are the Löwdin partial charges, in e, on atoms 1 to 4: C -0.08; C -0.33; C -0.06; C 0.07

Record 3
Computed, not measured: an isolated ion of composition C11H15IP and charge +1, with wB97M-V/def2-TZVPD.

Calculated values
Highest occupied orbital energy (spin up / spin down)   -12.30 / -12.27 eV
Energy relative to the best compared isomer or geometry (same formula, charge and spin)   56.21 kcal/mol

Geometry as ORCA input:
```
! wB97M-V def2-TZVPD RIJCOSX def2/J DEFGRID3
* xyz 1 1
C -0.38335 -4.42311 -0.36289
C -1.64181 -3.91191 0.05190
C 0.75471 -3.63572 -0.42073
C -1.80772 -2.55046 0.38018
C 0.59757 -2.29522 -0.12756
C -0.67631 -1.73611 0.21193
C 1.78134 2.22756 -0.38272
C 0.27044 2.22480 -1.05502
C 1.59356 2.01561 1.07849
C -0.52263 0.85045 -1.07003
C -2.19225 0.52682 1.25851
P -0.63337 0.06315 0.56125
I -3.89796 0.66359 -0.06327
H -0.36137 -5.49968 -0.37297
H -2.38304 -4.68409 0.29829
H 1.81165 -3.97827 -0.60546
H -2.74651 -2.20687 0.38322
H 1.48444 -1.74070 -0.06671
H 2.26104 1.43449 -0.83141
H 2.22135 3.16589 -0.82242
H -0.38122 2.81871 -0.36948
H 0.37194 2.71433 -2.08977
H 2.05376 1.17477 1.42409
H 0.99022 2.59064 1.76446
H -1.52703 1.12403 -1.29939
H -0.09935 0.12957 -1.70160
H -2.54158 -0.11704 2.00079
H -2.06596 1.64095 1.53508
*
```

These are the Löwdin partial charges, in e, on atoms 1 to 4: C -0.06; C -0.04; C -0.07; C -0.07

Record 4
Computed, not measured: a 2-piece molecular cluster, C11H15N overall, with wB97M-V/def2-TZVPD.

Calculated values
Highest occupied orbital energy (spin up / spin down)   0.72 / -3.03 eV
Energy relative to the best compared isomer or geometry (same formula, charge and spin)   19.81 kcal/mol

Geometry as ORCA input:
```
! wB97M-V def2-TZVPD RIJCOSX def2/J DEFGRID3
* xyz -1 2
C 2.40765 0.46763 -0.49062
C 2.47458 1.96145 -0.89234
H 3.42786 0.14163 -0.27230
H 1.70723 0.36336 0.32992
H 2.05863 -0.21279 -1.27286
H 3.02196 2.02421 -1.82089
H 1.58453 2.57306 -0.86303
H 3.02490 2.49258 -0.11175
C -0.76710 0.11943 2.86698
C -0.78527 -0.67740 0.40511
C -0.78755 0.36475 1.42343
C -1.01167 -0.05228 -0.81537
C -1.03256 1.56524 0.82656
C -0.74109 -2.07301 0.55159
C -1.03077 -2.81694 -0.60900
C -1.36889 -2.16937 -1.79620
C -1.48793 -0.76544 -1.92686
N -1.13164 1.31971 -0.62309
H -0.56609 -2.48428 1.53883
H -1.18078 -3.89976 -0.55267
H -1.56411 -2.69046 -2.71185
H -0.99491 -0.95738 3.09555
H -1.45523 0.86929 3.37756
H -1.25342 2.55801 1.16124
H -0.85751 1.98534 -1.32055
H -1.83041 -0.42262 -2.89066
H 0.13960 0.41606 3.39327
*
```

These are the Löwdin partial charges, in e, on atoms 1 to 4: C -0.15; C -0.18; H 0.06; H 0.04

Record 5
Computed, not measured: a 2-piece molecular cluster, C11H15N overall, with wB97M-V/def2-TZVPD.

Calculated values
Highest occupied orbital energy   -8.05 eV
Energy relative to the best compared isomer or geometry (same formula, charge and spin)   31.76 kcal/mol

Geometry as ORCA input:
```
! wB97M-V def2-TZVPD RIJCOSX def2/J DEFGRID3
* xyz 0 1
C 3.27730 -1.20871 -0.50120
C 1.81227 -0.94836 -0.40069
C 1.12762 -0.47907 -1.47037
N -0.24893 -0.23642 -1.16476
C -0.30789 -0.50222 0.17631
C -1.43059 -0.56927 1.00396
C -1.38658 -0.85110 2.35173
C -0.14608 -1.26919 2.81069
C 1.03570 -1.26016 2.11657
C 0.94001 -0.91259 0.74652
H 3.89299 -0.30629 -0.55960
H 3.45754 -1.95087 -1.28096
H 3.69754 -1.65067 0.41888
H 1.55979 -0.20829 -2.42848
H -0.86948 -0.58611 -1.88242
H -2.38400 -0.18713 0.62170
H -2.28720 -0.98661 2.92411
H -0.00504 -1.72335 3.79647
H 1.99622 -1.54888 2.49469
C -2.11652 3.98316 -2.32558
C -2.01628 2.55521 -1.77823
H -1.31592 4.69467 -2.12617
H -2.37386 3.95073 -3.38812
H -3.06840 4.43001 -2.03008
H -1.15362 2.51436 -1.05180
H -2.92674 2.29204 -1.26209
H -1.72528 1.74872 -2.42405
*
```

These are the Löwdin partial charges, in e, on atoms 1 to 4: C -0.06; C -0.24; C -0.05; N 0.07

Record 6
Computed, not measured: a 2-piece molecular cluster, C11H15N overall, with wB97M-V/def2-TZVPD.

Calculated values
Highest occupied orbital energy   -7.84 eV
Energy relative to the best compared isomer or geometry (same formula, charge and spin)   6.30 kcal/mol

Geometry as ORCA input:
```
! wB97M-V def2-TZVPD RIJCOSX def2/J DEFGRID3
* xyz 0 1
C -3.04135 -1.35526 1.00537
C -1.67427 -1.20536 0.41875
C -1.23863 -1.70780 -0.75741
N 0.12201 -1.55919 -0.90177
C 0.60807 -1.00218 0.25727
C 1.91540 -0.69905 0.57272
C 2.17664 -0.22066 1.85460
C 1.11379 0.02788 2.71183
C -0.19582 -0.20618 2.34977
C -0.49604 -0.72450 1.08367
H -3.23099 -0.54995 1.70876
H -3.15379 -2.32011 1.50048
H -3.82804 -1.31608 0.24514
H -1.87261 -2.17541 -1.50173
H 0.58281 -1.52691 -1.79800
H 2.74364 -0.91075 -0.09871
H 3.22499 -0.06927 2.05625
H 1.27478 0.39738 3.72338
H -0.95601 0.04561 3.07806
C 0.33205 2.51555 -1.70316
C 1.15743 1.73377 -2.69698
H -0.43635 1.95188 -1.15589
H 0.93760 2.96489 -0.91360
H -0.22265 3.34924 -2.14375
H 1.86640 1.09444 -2.17836
H 0.56110 1.08479 -3.35040
H 1.72983 2.38325 -3.36629
*
```

These are the Löwdin partial charges, in e, on atoms 1 to 4: C -0.05; C -0.24; C -0.07; N 0.08

Record 7
Computed, not measured: a 2-piece molecular cluster, C11H15N overall, with wB97M-V/def2-TZVPD.

Calculated values
Highest occupied orbital energy   -8.31 eV
Energy relative to the best compared isomer or geometry (same formula, charge and spin)   70.08 kcal/mol

Geometry as ORCA input:
```
! wB97M-V def2-TZVPD RIJCOSX def2/J DEFGRID3
* xyz 0 1
C 2.95597 2.18341 -0.23616
C 2.22890 0.79967 -0.26547
C 1.71243 0.15496 -1.30408
N 0.81743 -0.94176 -0.85690
C 0.99344 -1.07248 0.49815
C 0.54927 -2.12448 1.42464
C 0.69648 -1.87281 2.79777
C 1.59574 -0.85102 3.22178
C 2.03215 0.14496 2.33575
C 1.87115 -0.01363 0.93758
H 2.12732 2.89522 -0.44813
H 3.75965 2.30694 -0.99358
H 3.53341 2.48594 0.76258
H 1.58243 0.36914 -2.34004
H 1.05289 -1.91395 -1.28920
H 0.00118 -2.87963 0.85335
H 0.20320 -2.53794 3.39918
H 1.69933 -0.60726 4.28236
H 2.55133 0.90445 2.87750
C -4.61693 0.88720 -2.07129
C -3.44711 -0.12216 -1.83661
H -5.12113 0.62702 -1.14635
H -4.26948 1.82248 -2.28079
H -5.30290 0.72772 -2.97512
H -2.87023 -0.57346 -2.86514
H -2.64318 0.22392 -1.30999
H -3.69273 -1.02244 -1.17179
*
```

These are the Löwdin partial charges, in e, on atoms 1 to 4: C -0.05; C -0.22; C -0.06; N 0.03

Record 8
Computed, not measured: one molecule with the formula C11H15N, with wB97M-V/def2-TZVPD.

Calculated values
Highest occupied orbital energy   -6.90 eV
Energy relative to the best compared isomer or geometry (same formula, charge and spin)   139.26 kcal/mol

Geometry as ORCA input:
```
! wB97M-V def2-TZVPD RIJCOSX def2/J DEFGRID3
* xyz 0 1
C 2.01970 -1.35008 0.96877
C 2.00010 0.01626 0.25749
C 3.00690 0.87962 0.45678
N 4.01787 1.51926 0.67153
C 0.89327 0.46270 -0.61569
C 1.12455 1.74334 -1.26760
C -0.27180 -0.14904 -0.58043
C -1.22542 -1.12781 -0.00237
C -1.43292 -1.59811 1.39748
C -2.00694 -1.35990 -1.19153
C -1.67175 0.06958 -0.85713
C -2.62891 1.18671 -0.49770
H 2.98699 -1.42495 1.43025
H 2.00200 -2.22864 0.17768
H 1.30548 -1.24778 1.70349
H 4.21730 2.29712 1.40411
H 0.42816 1.93499 -2.26917
H 2.13366 1.93582 -1.68397
H 0.85620 2.59337 -0.48860
H -1.86558 -0.70192 1.95451
H -0.62533 -2.02736 1.93186
H -2.22592 -2.44744 1.24697
H -1.39134 -1.75783 -2.05729
H -3.01539 -1.69842 -1.17010
H -2.70034 2.11033 -1.16929
H -2.28885 1.62019 0.59156
H -3.64168 0.74997 -0.34164
*
```

These are the Löwdin partial charges, in e, on atoms 1 to 4: C -0.03; C -0.23; C -0.18; N 0.13

E_tot (eV)
-29194.3183; -19745.4058; -29029.4538; -13138.7050; -13139.4141; -13140.5179; -13137.7522; -13134.7523